# C38H37F3NbO7

A molecular structure, C38H37F3NbO7 at a distorted geometry (ωB97M-V/def2-TZVPD, the OMol25 dataset).

```
86
Properties=species:S:1:pos:R:3:mulliken_charge:R:1
Nb 4.6841 -2.1338 -1.8674 -0.721
F 1.2098 -3.4485 0.7465 -0.278
F 2.9804 -2.4450 1.5627 -0.132
F 2.3974 -4.3724 2.3183 -0.322
O 2.1416 2.1399 2.3888 -0.360
O -3.4974 -2.9650 6.2313 -0.677
O -0.2679 2.1592 -3.9143 -0.605
O -1.4832 1.7880 4.7679 -0.660
O 4.7197 -4.3455 0.6365 -0.598
O 4.2516 1.5510 1.8383 -0.600
O -4.2579 2.2326 -7.4936 -0.680
C -1.2687 -0.5648 4.6912 -0.212
C -4.1928 1.9074 -2.5101 -0.645
C -2.8776 1.9676 -2.9352 -0.456
C -4.8349 1.7305 7.2499 -0.486
C 3.3023 -0.4623 -2.4866 -1.291
C -5.3715 0.4989 7.6106 -0.467
C -1.7846 -1.8032 5.0897 0.324
C -0.8886 2.1889 -6.1875 0.166
C -3.1173 0.6174 5.9954 0.180
C 0.4322 2.2123 -6.6156 -0.553
C -3.6493 -0.6179 6.3654 0.148
C -3.0161 -1.8960 5.9192 0.624
C -1.1467 -2.9725 4.6973 -0.894
C 2.4899 -3.6404 1.1694 0.831
C -0.3181 2.2232 -8.9007 -0.460
C -1.9274 2.1914 -7.1205 0.239
C -3.3539 2.1819 -6.6861 0.548
C -3.6322 2.1017 -5.2220 0.375
C 0.4973 -1.6822 3.5081 -0.006
C -1.1668 2.1423 -4.7231 0.489
C -1.6359 2.2077 -8.4786 -0.588
C 0.7155 2.2290 -7.9700 -0.540
C 1.9626 -0.5158 -1.7357 0.799
C -0.1309 -0.5121 3.8967 -0.649
C -4.7805 -0.6719 7.1699 -0.555
C -2.5932 2.0673 -4.2907 0.174
C -1.9123 0.7086 5.1143 0.398
C 1.5861 0.8188 0.4062 0.154
C -0.0053 -2.9165 3.9148 -0.564
C 3.3318 1.5541 2.6355 0.826
C 3.2365 -3.8128 -1.2649 -1.512
C -4.9510 2.0499 -4.7885 -0.677
C 1.7630 2.1985 1.0000 -0.856
C 3.3562 0.9028 3.9771 -0.875
C 3.3923 -4.3471 0.1625 0.197
C -5.2295 1.9528 -3.4365 -0.420
C 1.5027 0.8216 -1.1267 -0.205
C -3.7128 1.7898 6.4426 -0.500
H -5.7457 2.0822 -5.5199 0.472
H -5.2952 2.6448 7.5999 0.388
H 1.3748 -1.6487 2.8800 0.452
H 3.4547 -4.6470 -1.9314 0.477
H -6.2516 0.4548 8.2382 0.391
H 2.4060 0.1676 0.7029 0.221
H -3.2858 2.7384 6.1500 0.485
H 2.4611 1.1495 4.5375 0.298
H 2.1024 1.6362 -1.5288 0.388
H 1.7444 2.2407 -8.3026 0.408
H 3.1360 -0.4523 -3.5618 0.269
H -2.4488 2.2045 -9.1906 0.467
H -0.0924 2.2276 -9.9586 0.393
H 0.2528 0.4512 3.5859 0.792
H 2.1904 -3.5562 -1.4347 0.437
H 5.0020 -1.5858 -0.1077 -0.020
H 0.6567 0.3957 0.7885 0.173
H 3.3885 -0.1732 3.8172 0.088
H -2.0606 1.9354 -2.2280 0.537
H 6.0300 -1.0513 -2.5007 -0.001
H 0.4692 1.0127 -1.4125 -0.383
H -6.2568 1.9091 -3.1006 0.387
H 1.2114 -0.8381 -2.4559 0.382
H 3.0612 -5.3866 0.2175 0.352
H 0.4940 -3.8234 3.6088 0.505
H -5.1833 -1.6368 7.4428 0.471
H 0.8119 2.7273 1.0032 0.325
H 3.8351 0.4663 -2.2671 0.482
H 1.2241 2.2077 -5.8799 0.533
H -1.5555 -3.9225 5.0111 0.472
H 4.2398 1.2092 4.5287 0.379
H 1.9685 -1.2551 -0.9323 -0.702
H 6.1204 -3.2712 -1.8504 0.038
H -4.4130 1.8240 -1.4544 0.419
H 4.5779 -2.7895 -3.5956 -0.037
H 2.4707 2.7968 0.4301 0.505
H 4.9561 -3.4530 0.9193 0.324
```

Summary:
LUMO level: 0.4 eV
HOMO-LUMO gap: 5.321 eV
HOMO energy: -4.879 eV
energy: -2353.366570 a.u.
charge: -1